# 1
C39H24N8Sr as an isolated structure, computed with the ωB97M-V functional and the def2-TZVPD basis.

Summary:
ΔE to the lowest compared entry with this formula, charge and spin: 0.0 kJ/mol
gap between HOMO and LUMO (alpha / beta): 4.95 / 4.97 eV
LUMO energy (alpha / beta): -1.1 / -1.1 eV
largest force on an atom: 0.0126 Eh/bohr
E_tot: -1969.5372 hartree

CARTESIAN COORDINATES (ANGSTROEM)
Sr (0.80, -0.03, -0.66)
N (-0.27, 3.47, -1.36)
N (-2.55, -0.64, -2.00)
N (0.87, 2.20, 0.34)
N (-0.36, -2.45, 1.82)
N (-1.08, 1.22, -1.57)
N (1.91, 1.68, 2.45)
N (-1.19, -1.28, -0.12)
N (0.81, -0.34, 1.75)
C (2.47, 6.13, 2.14)
C (1.09, -1.74, -3.29)
C (0.63, -2.78, -2.48)
C (1.77, -2.29, 5.81)
C (1.15, 5.83, 0.13)
C (-4.23, 2.64, -4.61)
C (1.80, 3.94, 1.50)
C (1.16, 4.47, 0.38)
C (2.45, 4.76, 2.40)
C (1.37, -3.18, -1.38)
C (-2.09, 2.79, -2.88)
C (-2.12, 0.59, -2.20)
C (-1.04, 2.52, -1.89)
C (-3.56, 3.85, -4.41)
C (-3.73, -3.52, -1.49)
C (-2.14, -1.49, -1.05)
C (3.04, -1.54, -1.88)
C (1.08, -2.56, 4.64)
C (0.54, 3.33, -0.32)
C (-3.41, -5.31, 0.12)
C (1.75, -0.38, 3.83)
C (0.46, -1.53, 2.32)
C (-2.08, -3.34, 0.30)
C (-2.49, 3.94, -3.54)
C (1.08, -1.60, 3.64)
C (-1.12, -2.33, 0.74)
C (-3.85, 1.49, -3.94)
C (1.56, 2.49, 1.47)
C (-2.42, -4.60, 0.79)
C (3.34, -2.96, 0.18)
C (1.52, 0.40, 2.60)
C (1.82, 6.65, 1.02)
C (2.42, -0.10, 5.01)
C (-2.73, -2.81, -0.83)
C (-2.77, 1.57, -3.08)
C (2.58, -2.56, -1.05)
C (2.30, -1.13, -2.99)
C (-4.05, -4.78, -1.00)
C (2.43, -1.07, 5.99)
H (1.79, -3.02, 6.60)
H (1.85, 7.72, 0.86)
H (0.99, -3.98, -0.75)
H (-0.31, -3.26, -2.70)
H (-1.93, -5.00, 1.66)
H (0.55, -3.50, 4.50)
H (3.25, -2.21, 0.96)
H (2.95, -0.89, 6.92)
H (3.97, -1.04, -1.64)
H (-5.06, 2.61, -5.30)
H (-3.69, -6.29, 0.47)
H (2.97, 6.80, 2.82)
H (2.94, 4.35, 3.28)
H (2.96, -3.90, 0.59)
H (-4.23, -3.10, -2.35)
H (0.64, 6.23, -0.74)
H (-1.97, 4.87, -3.36)
H (2.92, 0.86, 5.14)
H (0.51, -1.41, -4.14)
H (-3.89, 4.73, -4.95)
H (4.40, -3.08, -0.04)
H (-4.82, -5.36, -1.49)
H (-4.37, 0.55, -4.08)
H (2.67, -0.32, -3.60)

# 2
C39H25AsBaFN3O4S3 as an isolated structure, computed with the ωB97M-V functional and the def2-TZVPD basis.

Summary:
ΔE to the lowest compared entry with this formula, charge and spin: 0.0 kJ/mol
gap between HOMO and LUMO: 5.89 eV
LUMO energy: 4.0 eV
largest force on an atom: 0.0124 Eh/bohr
E_tot: -5522.3082 hartree
charge: -2

CARTESIAN COORDINATES (ANGSTROEM)
Ba (-1.26, -0.67, -1.27)
As (0.24, -0.32, 1.80)
S (-1.92, 2.12, 0.01)
S (1.76, -2.16, -0.21)
S (-3.19, 1.09, -2.95)
F (4.62, 1.94, -1.56)
O (0.71, -1.24, -5.85)
O (-0.59, -5.07, 0.02)
O (-1.49, -3.08, -0.23)
O (0.14, -0.32, -3.78)
N (-7.51, 5.40, -3.00)
N (-5.94, 6.67, 0.57)
N (-0.30, -2.79, -2.70)
C (2.30, 3.30, 1.41)
C (-0.39, -3.99, -2.15)
C (3.64, 0.14, -2.72)
C (3.65, 2.96, 1.47)
C (0.03, -5.12, -4.21)
C (1.33, 2.32, 1.51)
C (-4.91, 3.12, -2.56)
C (1.24, -2.27, 3.80)
C (1.30, 0.22, -3.24)
C (-0.48, 0.36, 3.51)
C (2.56, -4.19, 3.19)
C (-3.27, 2.87, -0.79)
C (1.83, -2.64, 1.46)
C (2.51, -3.80, 1.87)
C (0.32, 0.89, 4.52)
C (3.04, 0.64, 1.70)
C (-1.85, 0.31, 3.71)
C (0.17, -3.92, -4.82)
C (-1.62, 1.28, 5.89)
C (0.27, -1.47, -4.56)
C (2.52, -0.44, -3.30)
C (-6.61, 4.87, -2.52)
C (-0.83, -3.97, -0.72)
C (4.01, 1.63, 1.61)
C (1.69, 0.98, 1.67)
C (-2.42, 0.76, 4.89)
C (-0.24, -5.20, -2.81)
C (3.51, 1.36, -2.09)
C (-0.24, 1.35, 5.70)
C (1.92, -3.43, 4.17)
C (1.18, 1.44, -2.58)
C (-4.96, 4.65, -0.70)
C (-3.82, 2.43, -2.03)
C (-3.87, 3.97, -0.17)
C (0.05, -2.70, -4.04)
C (2.29, 2.01, -1.99)
C (-5.51, 5.77, 0.00)
C (1.20, -1.88, 2.47)
C (-5.49, 4.21, -1.93)
H (-5.32, 2.78, -3.50)
H (0.38, -3.83, -5.88)
H (-0.42, -6.15, -2.33)
H (2.22, 2.95, -1.45)
H (0.04, -0.71, -6.30)
H (1.40, 0.95, 4.38)
H (4.41, 3.72, 1.38)
H (1.95, -3.73, 5.21)
H (-3.50, 0.73, 5.02)
H (3.09, -5.09, 3.48)
H (0.21, 1.93, -2.53)
H (3.00, -4.39, 1.10)
H (-2.49, -0.07, 2.91)
H (5.06, 1.35, 1.62)
H (0.28, 2.59, 1.45)
H (0.12, -6.03, -4.78)
H (0.75, -1.68, 4.56)
H (-2.06, 1.65, 6.81)
H (0.08, -5.60, -0.43)
H (4.60, -0.36, -2.74)
H (-3.45, 4.31, 0.78)
H (3.32, -0.40, 1.79)
H (2.59, -1.41, -3.78)
H (2.01, 4.34, 1.29)
H (0.39, 1.76, 6.48)

# 3
C39H25N10O5Ta as an isolated structure at a distorted geometry, computed with the ωB97M-V functional and the def2-TZVPD basis.

Summary:
gap between HOMO and LUMO (alpha / beta): 4.53 / 4.59 eV
LUMO energy (alpha / beta): -7.5 / -7.5 eV
largest force on an atom: 0.0231 Eh/bohr
E_tot: -2481.7630 hartree
charge: +2

CARTESIAN COORDINATES (ANGSTROEM)
Ta (-0.10, 0.06, -0.04)
O (1.32, 0.37, -1.30)
O (3.81, -4.50, -3.18)
O (4.21, -2.37, -3.70)
O (3.04, 0.01, -2.68)
O (1.97, -0.15, 1.03)
N (-0.09, 3.54, -0.49)
N (1.03, -2.09, -0.58)
N (-2.04, -2.65, 1.01)
N (-1.68, -1.06, -0.78)
N (0.24, 0.78, 3.36)
N (-1.02, 1.46, -1.31)
N (-0.74, -0.76, 1.77)
N (-1.97, -0.04, -2.95)
N (1.97, -3.94, -1.30)
N (0.01, 1.77, 1.15)
C (-0.96, 3.32, -2.72)
C (-1.43, -3.68, 5.29)
C (-1.53, 1.12, -2.57)
C (-1.73, 3.69, -5.32)
C (0.40, -4.33, 0.53)
C (-1.73, -3.57, 3.95)
C (-2.83, -3.01, -1.25)
C (1.20, 3.60, 4.13)
C (-0.65, 2.80, -1.41)
C (1.08, -3.42, -0.43)
C (2.55, -0.88, 2.15)
C (-0.28, -0.39, 3.03)
C (-0.78, 4.58, -3.27)
C (3.60, -3.33, -3.03)
C (-0.56, -1.43, 3.97)
C (0.78, 3.09, 2.90)
C (0.68, 3.89, 1.78)
C (2.56, -2.95, -2.02)
C (-1.50, 2.27, -3.45)
C (1.44, 5.75, 3.01)
C (2.21, -0.43, -1.94)
C (-3.92, -3.96, -3.59)
C (-1.39, -1.99, 1.94)
C (-2.75, -2.27, -2.42)
C (-2.16, -2.26, -0.22)
C (-0.70, -2.67, 5.98)
C (-3.31, -2.73, -3.62)
C (-1.91, 2.43, -4.77)
C (-4.00, -4.71, -2.40)
C (-0.27, -1.54, 5.34)
C (0.34, 1.77, 2.53)
C (-2.09, -1.05, -2.10)
C (1.01, 5.25, 1.80)
C (-1.18, 4.75, -4.58)
C (0.18, 3.07, 0.71)
C (-1.27, -2.42, 3.29)
C (-3.47, -4.26, -1.22)
C (1.97, -1.81, -1.57)
C (1.54, 4.94, 4.16)
H (2.23, -4.91, -1.41)
H (3.51, -1.28, 1.84)
H (1.88, 5.39, 5.08)
H (1.26, 2.98, 5.01)
H (-4.36, -4.36, -4.49)
H (1.86, -1.69, 2.38)
H (-2.03, 3.86, -6.34)
H (1.71, 6.80, 3.09)
H (-0.38, -4.90, 0.02)
H (2.65, -0.23, 3.01)
H (-1.07, 5.71, -5.06)
H (-0.04, -3.80, 1.36)
H (2.59, 0.52, 0.70)
H (0.92, 5.87, 0.92)
H (-2.30, -4.32, 3.43)
H (-4.51, -5.67, -2.42)
H (-2.33, 1.61, -5.33)
H (1.13, -5.04, 0.92)
H (0.27, -0.76, 5.87)
H (-0.36, 5.39, -2.69)
H (3.90, -1.48, -3.43)
H (-3.54, -4.82, -0.30)
H (-0.50, -2.81, 7.03)
H (-1.76, -4.55, 5.84)
H (-3.26, -2.14, -4.53)

# 4
C39H26Br2N5O7Sc as an isolated structure at a distorted geometry, computed with the ωB97M-V functional and the def2-TZVPD basis.

Summary:
ΔE to the lowest compared entry with this formula, charge and spin: 106.4 kJ/mol
gap between HOMO and LUMO: 7.02 eV
LUMO energy: -0.5 eV
largest force on an atom: 0.0227 Eh/bohr
E_tot: -8211.3046 hartree

CARTESIAN COORDINATES (ANGSTROEM)
Br (1.55, 2.59, -2.33)
Br (4.95, -1.09, -4.94)
Sc (-0.68, 0.23, 0.59)
O (-3.39, 0.54, -2.89)
O (-2.61, -0.72, 1.23)
O (1.08, 3.09, 3.08)
O (-4.64, -0.73, 2.18)
O (0.54, 1.44, 1.66)
O (0.59, 0.16, -0.94)
O (0.10, -4.04, 1.23)
N (0.15, -1.81, 1.43)
N (-1.46, -1.53, -0.74)
N (1.27, -2.53, -1.40)
N (-2.19, 1.08, -1.08)
N (-1.85, 1.36, 2.33)
C (1.49, -0.17, -1.81)
C (-2.79, 2.35, -1.52)
C (1.06, -3.82, 2.27)
C (-3.53, -0.26, 1.99)
C (-3.06, 0.99, 2.73)
C (2.60, -4.16, -2.55)
C (3.54, -0.76, -3.70)
C (0.29, 2.32, 2.57)
C (-3.02, 2.58, 4.50)
C (-1.02, 3.69, -0.40)
C (-2.20, -3.78, -0.56)
C (-3.38, 1.97, -2.90)
C (-2.63, 0.16, -1.86)
C (-1.34, -2.74, -0.22)
C (-1.17, 2.26, 3.03)
C (3.46, -2.22, 3.21)
C (2.13, 0.80, -2.59)
C (1.59, -3.78, -1.65)
C (1.08, -2.28, 2.45)
C (1.90, -1.54, -2.06)
C (-0.09, 5.69, -1.35)
C (3.13, 0.53, -3.51)
C (5.09, -0.75, 2.25)
C (-1.84, 3.52, -1.51)
C (-1.81, 4.47, -2.52)
C (-3.70, 1.58, 3.81)
C (-2.46, -1.27, -1.57)
C (-3.37, -2.24, -1.98)
C (-0.15, 4.77, -0.32)
C (-3.23, -3.52, -1.46)
C (2.83, -0.74, 1.44)
C (-1.73, 2.91, 4.13)
C (3.26, -3.18, -3.23)
C (-0.31, -2.84, 0.82)
C (4.13, -0.25, 1.39)
C (2.93, -1.82, -3.01)
C (-0.93, 5.54, -2.45)
C (2.49, -1.72, 2.35)
C (4.75, -1.74, 3.16)
H (2.08, -0.33, 0.78)
H (2.03, -4.21, 1.94)
H (4.02, -3.42, -3.96)
H (3.58, 1.34, -4.06)
H (5.50, -2.13, 3.84)
H (1.02, -4.53, -1.13)
H (-3.93, -4.29, -1.73)
H (-4.39, 2.32, -3.06)
H (0.49, 4.88, 0.55)
H (-0.90, 6.26, -3.25)
H (2.83, -5.20, -2.71)
H (-1.14, 3.63, 4.68)
H (-4.19, -1.98, -2.63)
H (-2.47, 4.39, -3.37)
H (-1.05, 2.96, 0.40)
H (6.10, -0.36, 2.22)
H (-4.67, 1.23, 4.10)
H (0.73, -4.37, 3.16)
H (3.20, -2.98, 3.93)
H (-2.09, -4.75, -0.11)
H (0.67, -1.99, 3.43)
H (-3.60, 2.56, -0.80)
H (-2.73, 2.30, -3.72)
H (4.38, 0.51, 0.68)
H (-3.49, 3.07, 5.34)
H (0.60, 6.51, -1.31)

# 5
C39H27CuGeN6OS4 as an isolated structure at a distorted geometry, computed with the ωB97M-V functional and the def2-TZVPD basis.

Summary:
gap between HOMO and LUMO: 5.94 eV
LUMO energy: -1.1 eV
largest force on an atom: 0.0283 Eh/bohr
E_tot: -7216.1720 hartree

CARTESIAN COORDINATES (ANGSTROEM)
Ge (1.23, -1.09, -0.15)
Cu (0.63, 1.11, 0.47)
S (0.78, -1.92, 2.94)
S (-0.24, -0.60, 4.26)
S (2.07, -0.37, 6.56)
S (3.51, -2.28, 4.72)
O (4.45, -1.38, 7.02)
N (0.20, 2.16, 2.15)
N (0.62, 1.34, -1.56)
N (-0.20, -0.94, -3.42)
N (-1.20, 1.78, 0.13)
N (-0.60, 3.54, 4.40)
N (-7.30, 4.59, -1.82)
C (4.71, -2.71, 1.70)
C (-2.21, -4.28, -1.04)
C (4.37, -4.03, 1.96)
C (1.94, -1.72, 4.26)
C (-0.59, 0.98, -1.94)
C (-1.09, -4.20, -1.85)
C (-2.36, -3.41, 0.02)
C (-0.96, -0.08, -2.85)
C (-3.64, 2.79, -0.56)
C (-1.06, 2.64, 2.25)
C (1.20, -0.82, -3.41)
C (3.38, -1.11, -2.22)
C (-1.38, -2.46, 0.28)
C (1.79, 0.88, -2.21)
C (2.54, -2.34, 0.72)
C (-1.63, 1.60, -1.12)
C (2.87, 0.79, -4.51)
C (3.80, -1.87, 1.09)
C (4.25, -0.76, -3.17)
C (1.02, 2.34, 3.17)
C (3.53, -1.35, 6.26)
C (2.20, -3.65, 1.03)
C (-6.33, 4.34, -2.68)
C (-1.45, 3.28, 3.42)
C (0.64, 3.09, 4.27)
C (-0.24, -2.38, -0.51)
C (-1.87, 2.49, 1.03)
C (1.63, 0.65, -3.72)
C (-3.11, 3.03, 0.72)
C (3.11, -4.50, 1.64)
C (-7.12, 4.25, -0.56)
C (-5.96, 3.64, -0.09)
C (1.29, -0.87, 5.10)
C (-0.11, -3.26, -1.58)
C (4.02, 0.16, -4.25)
C (-2.89, 2.05, -1.48)
C (1.97, -0.65, -2.04)
C (-4.92, 3.39, -0.98)
C (-5.13, 3.76, -2.31)
H (1.22, -4.02, 0.76)
H (5.09, -4.70, 2.41)
H (-2.97, -5.02, -1.24)
H (-2.02, -0.23, -2.99)
H (0.77, -3.21, -2.20)
H (-7.93, 4.47, 0.11)
H (1.33, 3.34, 5.06)
H (4.87, 0.34, -4.90)
H (1.62, -1.58, -4.06)
H (2.82, 1.47, -5.35)
H (2.64, 1.51, -1.91)
H (-1.49, -1.78, 1.12)
H (5.24, -1.20, -3.14)
H (-3.65, 3.64, 1.43)
H (2.83, -5.52, 1.86)
H (-6.52, 4.62, -3.71)
H (3.70, -1.85, -1.50)
H (0.81, 1.23, -4.16)
H (2.01, 1.90, 3.08)
H (-5.89, 3.36, 0.94)
H (-3.27, 1.85, -2.47)
H (-4.36, 3.62, -3.06)
H (-0.98, -4.87, -2.69)
H (-3.25, -3.46, 0.65)
H (5.68, -2.34, 1.98)
H (4.05, -0.84, 0.89)
H (-2.47, 3.63, 3.57)

# 6
C39H27F5NO2SeW as an isolated structure at a distorted geometry, computed with the ωB97M-V functional and the def2-TZVPD basis.

Summary:
gap between HOMO and LUMO: 4.61 eV
LUMO energy: -12.0 eV
largest force on an atom: 0.0293 Eh/bohr
E_tot: -4674.3951 hartree
charge: +3

CARTESIAN COORDINATES (ANGSTROEM)
W (0.14, 0.03, -0.47)
Se (-0.88, 2.16, -1.01)
F (0.41, 3.97, -3.09)
F (-0.60, 3.81, 1.51)
F (0.79, 7.80, -0.45)
F (1.03, 6.59, -2.85)
F (0.00, 6.42, 1.73)
O (-1.48, -0.50, -0.87)
O (1.37, -1.08, -1.16)
N (-0.07, -0.70, 1.43)
C (-5.57, -1.21, -2.49)
C (4.91, -0.31, -0.39)
C (-0.11, 3.86, -0.80)
C (-0.33, -1.92, 3.86)
C (-1.43, -1.31, 3.27)
C (2.22, -1.63, 1.10)
C (-1.32, -4.61, 0.10)
C (-5.78, 0.84, -1.25)
C (0.09, 5.82, 0.56)
C (-2.69, -1.01, -0.06)
C (2.45, -0.77, -0.14)
C (-3.96, -0.67, -0.78)
C (0.30, 4.57, -1.92)
C (-2.36, -5.23, 0.79)
C (6.16, -0.66, -0.88)
C (-4.42, -1.53, -1.77)
C (-3.55, -3.14, 0.85)
C (-3.47, -4.49, 1.17)
C (0.62, 5.91, -1.80)
C (6.30, -1.75, -1.72)
C (-1.40, -3.26, -0.21)
C (-1.31, -0.74, 2.04)
C (-0.21, 4.49, 0.43)
C (-2.50, -0.24, 1.28)
C (-2.51, -2.51, 0.17)
C (2.81, 3.47, 0.25)
C (0.87, -2.00, 3.16)
C (2.28, 0.75, 0.08)
C (3.80, -1.07, -0.74)
C (3.93, -2.17, -1.59)
C (5.18, -2.50, -2.08)
C (2.73, 2.87, -1.01)
C (2.45, 1.52, -1.11)
C (-6.25, -0.03, -2.22)
C (2.31, 1.39, 1.33)
C (2.57, 2.75, 1.41)
C (0.99, -1.41, 1.94)
C (-4.63, 0.53, -0.54)
C (0.50, 6.53, -0.57)
H (4.82, 0.55, 0.28)
H (-2.30, -6.29, 1.02)
H (7.27, -2.02, -2.11)
H (2.20, -2.66, 0.75)
H (-0.61, -2.85, -0.81)
H (-4.29, -4.96, 1.69)
H (-2.41, 0.83, 1.09)
H (-5.93, -1.89, -3.25)
H (-0.47, -5.20, -0.22)
H (-3.91, -2.46, -1.98)
H (-4.29, 1.23, 0.22)
H (-3.41, -0.39, 1.86)
H (-4.44, -2.58, 1.13)
H (-7.15, 0.21, -2.77)
H (3.09, 4.52, 0.32)
H (7.03, -0.07, -0.60)
H (2.62, 3.23, 2.37)
H (-2.39, -1.32, 3.76)
H (-6.31, 1.76, -1.04)
H (1.71, -2.55, 3.57)
H (2.95, 3.43, -1.91)
H (3.12, -1.55, 1.72)
H (2.55, 1.03, -2.06)
H (3.06, -2.75, -1.87)
H (2.24, 0.82, 2.24)
H (-0.41, -2.36, 4.85)
H (5.29, -3.35, -2.74)